[1]
Formula: C28H30N6S2Ti
Source: the OMol25 dataset
Level of theory: ωB97M-V/def2-TZVPD

Calculated values
Orbital gap (alpha / beta), Eh: 0.119 / 0.121
HOMO energy (alpha / beta), eV: 0.976 / 0.914

```
! RIJCOSX wB97M-V def2-TZVPD def2/J DEFGRID3
* xyz -2 1
Ti 0.14530 0.07000 0.14110
C -0.64140 -1.31620 2.89030
C -0.45770 -2.75320 2.42650
C -0.52770 -2.99410 0.93730
C -0.89660 -4.25390 0.52820
C -0.70120 -4.67630 -0.79110
C 0.04130 -3.79140 -1.60040
C 0.32280 -2.53490 -1.14730
N -0.05240 -2.03460 0.07300
N 0.32940 -0.35740 2.38750
C 0.01650 0.94950 2.94950
C 0.73930 2.02190 2.19150
C 1.25310 3.13180 2.82000
C 1.90610 4.11600 2.07250
C 2.03500 3.88020 0.69620
C 1.47340 2.76070 0.13660
N 0.81190 1.82040 0.85390
C 1.72720 -0.69730 2.62900
C 2.55610 -0.84480 1.36240
C 3.81190 -1.38770 1.42960
C 4.64020 -1.44610 0.28890
C 4.11120 -0.89910 -0.89280
C 2.84340 -0.39020 -0.89970
N 2.02370 -0.36380 0.19720
H -0.63880 -1.30530 4.00340
H -1.62440 -0.97350 2.54670
H -1.22850 -3.35880 2.91560
H 0.51040 -3.13890 2.78110
H -1.31310 -4.94140 1.25610
H -1.02160 -5.64910 -1.13360
H 0.38700 -4.10790 -2.57710
H 0.90600 -1.84980 -1.75290
H 0.26030 0.99640 4.03340
H -1.06480 1.11580 2.83640
H 1.12530 3.24200 3.89060
H 2.27990 5.01730 2.53710
H 2.54840 4.59480 0.06810
H 1.52840 2.58150 -0.93140
H 1.80570 -1.61720 3.22650
H 2.19490 0.10000 3.23160
H 4.17760 -1.78060 2.37380
H 5.63490 -1.86800 0.32940
H 4.70220 -0.89280 -1.80050
H 2.40880 0.03800 -1.79830
S -2.22140 0.90140 0.71780
C -2.37450 2.56290 0.21060
S -1.27040 3.32170 -0.81010
C -3.50760 3.26700 0.66290
C -4.52610 2.65960 1.38730
N -5.41020 2.19860 1.97610
C -3.71180 4.61600 0.38820
N -3.93150 5.73590 0.19290
C -0.74460 -0.67660 -3.93990
C -1.37980 -0.01720 -2.69150
C -2.38810 -1.00120 -2.08120
C -2.17730 1.20190 -3.19510
C -0.29820 0.43060 -1.73910
H -1.52640 -0.97200 -4.64380
H -0.17570 -1.56530 -3.67330
H -0.07230 0.02300 -4.43800
H -3.15440 -1.25820 -2.81570
H -2.87820 -0.54460 -1.22370
H -1.91380 -1.92120 -1.75000
H -2.94740 0.88930 -3.90390
H -1.52490 1.93030 -3.67650
H -2.65880 1.69880 -2.35950
H 0.33050 1.16990 -2.27750
*
```

---

[2]
Formula: C28H31BN8PdSi
Source: the OMol25 dataset
Level of theory: ωB97M-V/def2-TZVPD

Calculated values
Orbital gap (alpha / beta), Eh: 0.333 / 0.218
Energy relative to the best compared isomer or geometry (same formula, charge and spin), eV: 0.000
HOMO energy (alpha / beta), eV: -11.077 / -11.525
⟨S²⟩: 3.7582

```
! RIJCOSX wB97M-V def2-TZVPD def2/J DEFGRID3
* xyz 1 4
Pd -0.07934 -0.22733 0.34310
C 0.13734 1.91293 3.19644
C 0.13807 2.53178 1.83933
C 0.15247 3.87468 1.45672
C 0.13897 3.86457 0.07606
N 0.12723 2.59077 -0.35164
N 0.12018 1.78840 0.73603
B 0.10290 2.03801 -1.83221
N -1.20662 1.23244 -2.02365
C -2.18009 1.23696 -2.94667
C -3.16820 0.35981 -2.54796
C -2.73847 -0.16696 -1.33183
C -3.43955 -1.12416 -0.42916
N -1.54826 0.36893 -1.03148
N 1.27381 1.02808 -1.99046
C 2.21526 0.92327 -2.93730
C 3.09267 -0.07491 -2.57110
C 2.62369 -0.55606 -1.34677
C 3.21158 -1.61107 -0.47696
N 1.51574 0.12258 -1.01903
N 0.30723 3.18841 -2.77582
C 1.41739 3.97555 -2.80764
C 1.26311 4.87379 -3.82525
C 0.00340 4.56227 -4.39100
C -0.67755 5.22430 -5.54962
N -0.56487 3.54941 -3.76235
H 0.14528 2.68480 3.96237
H 1.01835 1.28470 3.33872
H -0.75234 1.29866 3.34689
H 0.16437 4.73530 2.10402
H 0.13049 4.67961 -0.62878
H -2.10490 1.89139 -3.79741
H -4.09485 0.14858 -3.05524
H -4.50590 -0.90296 -0.41663
H -3.06564 -1.05607 0.59024
H -3.31612 -2.15523 -0.76348
H 2.20402 1.56890 -3.80085
H 3.97326 -0.39710 -3.10092
H 4.29883 -1.57148 -0.52189
H 2.90412 -2.60746 -0.80073
H 2.91247 -1.48095 0.55966
H 2.22623 3.83769 -2.10555
H 1.94834 5.64965 -4.12631
H -0.07567 6.04806 -5.92899
H -1.65040 5.61798 -5.25622
H -0.83721 4.51663 -6.36308
C 3.32108 -3.14279 4.47578
C 2.39127 -2.11834 4.60417
C 1.45845 -1.90706 3.60145
C 1.44086 -2.71739 2.45997
C 2.39334 -3.73627 2.33781
C 3.32171 -3.95257 3.34696
Si 0.15412 -2.56589 1.15680
C -1.51629 -3.10498 1.68632
C -2.20017 -2.52179 2.76205
C -3.41135 -3.03796 3.18530
C -3.95966 -4.13915 2.53251
C -3.30221 -4.71969 1.45630
C -2.08974 -4.19788 1.02240
H 4.04986 -3.30924 5.25839
H 2.39454 -1.48914 5.48505
H 0.73528 -1.10510 3.71255
H 2.40743 -4.37005 1.45727
H 4.04600 -4.75137 3.25185
H 0.54599 -3.37469 -0.01442
H -1.78036 -1.66316 3.27625
H -3.93082 -2.58927 4.02220
H -4.90704 -4.54317 2.86508
H -3.73381 -5.57477 0.95197
H -1.58932 -4.64543 0.17044
*
```